Entry from OMol25: C3H4S as an isolated structure in a non-equilibrium geometry (ωB97M-V/def2-TZVPD).

Structure (XYZ):
```
8
Properties=species:S:1:pos:R:3:forces:R:3:nbo_charge:R:1
C 0.0273 0.4095 0.0564 1.9310 -2.9422 -1.2056 -0.128
C -1.0725 1.1394 -0.0337 4.6984 1.8546 1.2052 -0.487
C 0.8812 -1.3412 -0.0059 -2.9002 3.1243 0.6561 -0.595
S 1.7212 0.2622 -0.0146 -0.3133 0.2124 0.7349 0.283
H -0.8404 2.2136 0.1773 -0.8886 -0.7847 -0.5579 0.221
H -1.9767 0.7449 -0.1843 -3.4469 -1.1859 -0.3111 0.213
H 0.4687 -1.6278 1.0303 1.1500 -0.3970 -2.1184 0.252
H 0.7911 -1.8006 -1.0255 -0.2303 0.1184 1.5967 0.242
```
Positions in Å, forces in eV/Å.

- orbital gap (Ha) = 0.342
- net charge = 0
- E (eV) = -14007.1199
- energy above the lowest of the compared OMol25 structures with the same formula, charge and spin (kJ/mol) = 237.27
- LUMO energy (eV) = 0.8